Computed, not measured: 5 unconnected molecules or ions with the total composition C55H97NO22P4 in a non-equilibrium geometry, with wB97M-V/def2-TZVPD.

Energy in eV: -142262.169
LUMO energy in eV: -2.535
Structure (SMILES): COCc1c(CC(=O)c2ccccc2)c(CCCCN(C)C(C)=O)c(CCCO)c2c1C(=O)C=C(C)C2=O.CCOP(=O)(OCC)OCC.CCOP(=O)(OCC)OCC.CCOP(=O)(OCC)OCC.CCOP(=O)(OCC)OCC

The geometry in ORCA input format:
```
! RIJCOSX wB97M-V def2-TZVPD def2/J DEFGRID3
* xyz 0 1
C -0.22819 4.95808 -5.13719
O 0.51330 3.85892 -4.49713
C -0.37762 3.39726 -3.38080
C 0.34857 2.23906 -2.47648
C 0.04140 0.61490 -2.72975
C -1.02575 0.23006 -3.91149
C -2.60581 0.33496 -3.49111
O -3.17875 -0.57274 -2.65216
C -3.66935 1.48911 -4.06379
C -3.51581 2.27183 -5.49549
C -4.71779 3.35332 -5.87678
C -6.02167 3.67332 -4.90406
C -6.15234 2.90238 -3.44798
C -4.96493 1.83778 -3.06667
C 0.86902 -0.49849 -1.79544
C 0.60510 -2.08810 -2.08289
C -0.73755 -2.72214 -1.40023
C -1.08079 -2.21134 0.11355
C -2.64254 -1.74672 0.29584
N -3.21925 -1.95720 1.67815
C -4.64065 -2.49140 1.40879
C -3.36157 -0.63189 2.42616
C -4.19014 0.68005 1.89329
O -2.71892 -0.49535 3.61038
C 1.96675 -0.00423 -0.63337
C 2.80974 -1.10248 0.25619
C 2.12244 -1.50664 1.68742
C 1.32852 -0.29383 2.45089
O 2.27761 0.54628 3.24928
C 2.24317 1.62915 -0.40043
C 1.43162 2.75891 -1.33025
C 1.76890 4.37452 -1.05760
O 1.82357 5.30378 -2.01461
C 2.09630 4.73515 0.54274
C 2.83182 3.70846 1.38542
C 3.21756 4.04982 2.95739
C 3.28230 2.24709 0.70757
O 4.45332 1.73261 1.08558
H 0.44102 5.50551 -5.95573
H -0.56156 5.79636 -4.36707
H -1.20414 4.62134 -5.69984
H -0.51508 4.35604 -2.68815
H -1.39475 3.08830 -3.86852
H -0.84229 -0.83293 -4.40611
H -0.84597 1.01620 -4.79077
H -2.58895 2.06725 -6.20086
H -4.62154 3.94456 -6.90932
H -6.88989 4.43131 -5.18392
H -7.02790 3.03534 -2.68089
H -5.03625 1.29410 -2.03265
H 0.46054 -2.19131 -3.26371
H 1.50181 -2.80005 -1.81731
H -1.61876 -2.60722 -2.17796
H -0.54852 -3.89863 -1.32131
H -0.92031 -3.13414 0.85313
H -0.40798 -1.35006 0.52691
H -3.26582 -2.35575 -0.51961
H -2.69652 -0.61417 -0.07826
H -5.32198 -1.70910 0.85096
H -5.11545 -2.79814 2.44933
H -4.63930 -3.47215 0.75447
H -3.55874 1.65104 2.16721
H -5.29259 0.76626 2.33074
H -4.28285 0.70598 0.70515
H 2.95466 -2.12611 -0.34108
H 3.92306 -0.75414 0.51040
H 2.95471 -1.89979 2.42451
H 1.35771 -2.40480 1.53429
H 0.63471 -0.81637 3.26998
H 0.60668 0.33503 1.77806
H 2.19183 0.29449 4.23531
H 1.75754 5.77110 0.99626
H 2.76598 3.30185 3.73628
H 4.40225 3.92530 3.03593
H 3.02104 5.19236 3.22996
C -1.25353 -4.31066 4.11830
C -0.27100 -4.04853 5.24020
O 0.57540 -5.17141 5.45637
P 1.84467 -5.39457 4.40952
O 2.51963 -4.05887 4.80650
O 2.83554 -6.31245 5.38459
C 4.20080 -5.95034 5.53728
C 4.39904 -5.21645 6.85389
O 1.09051 -6.88702 3.96597
C 0.64408 -7.83385 4.93572
C -0.86696 -7.79587 5.08057
H -0.73976 -4.62459 3.20468
H -1.83988 -3.41170 3.90177
H -1.94758 -5.11138 4.38985
H 0.31756 -3.15153 5.02765
H -0.81473 -3.86208 6.17231
H 4.54769 -5.35497 4.68728
H 4.79170 -6.87067 5.54300
H 3.68208 -4.40179 6.98317
H 5.41102 -4.80488 6.92094
H 4.24592 -5.90050 7.69662
H 1.11528 -7.70160 5.91312
H 0.93815 -8.81915 4.56369
H -1.17757 -6.94861 5.69523
H -1.23020 -8.70089 5.57630
H -1.35947 -7.69444 4.10707
C 3.86191 -8.74384 -2.62842
C 4.89896 -7.67931 -2.91832
O 4.54486 -6.91384 -4.06402
P 3.39573 -5.73011 -3.87686
O 4.26025 -4.92871 -2.87306
O 3.80018 -4.75993 -5.16925
C 3.97215 -3.36356 -4.97195
C 5.45282 -3.03043 -4.88261
O 2.42976 -6.62555 -4.99846
C 2.94243 -7.08823 -6.24719
C 3.22084 -8.58030 -6.20393
H 2.86035 -8.31131 -2.54472
H 4.09825 -9.26841 -1.69686
H 3.82837 -9.48232 -3.43472
H 5.03565 -7.03467 -2.04543
H 5.86585 -8.15073 -3.12357
H 3.42738 -3.02089 -4.08702
H 3.53626 -2.84855 -5.83275
H 5.97671 -3.67136 -4.16905
H 5.59930 -1.98669 -4.58742
H 5.93661 -3.18777 -5.85356
H 3.83876 -6.55136 -6.56841
H 2.16426 -6.89598 -6.99095
H 4.16082 -8.78576 -5.68785
H 3.31648 -8.98473 -7.21589
H 2.42879 -9.11954 -5.67248
C 9.58957 1.31027 7.91719
C 8.85546 0.02724 7.58904
O 7.58184 0.29514 7.01450
P 7.53258 0.72245 5.41083
O 8.12065 -0.63122 4.94286
O 5.96242 0.28490 5.06700
C 5.69172 -0.52234 3.92969
C 5.48745 -1.96741 4.35560
O 6.87551 2.23497 5.93373
C 5.77946 2.31669 6.84380
C 6.25042 2.71507 8.23129
H 9.65851 1.96410 7.04257
H 10.60107 1.09433 8.27642
H 9.06433 1.86889 8.69735
H 9.45980 -0.59669 6.92446
H 8.68845 -0.54837 8.50556
H 6.48648 -0.43019 3.18326
H 4.77473 -0.14841 3.46547
H 6.29402 -2.32439 5.00092
H 5.42202 -2.62439 3.48262
H 4.56152 -2.06545 4.93404
H 5.19781 1.39286 6.89898
H 5.11596 3.09612 6.45914
H 6.68338 1.86063 8.75530
H 5.41126 3.06995 8.83679
H 7.01783 3.49572 8.18418
C -12.52796 7.90473 -3.23576
C -11.94881 8.00476 -4.63122
O -10.70353 8.69265 -4.62390
P -9.35864 7.84987 -4.13630
O -9.46727 6.83380 -5.29950
O -8.18594 8.75891 -4.89358
C -7.19611 8.11215 -5.68119
C -7.54924 8.22684 -7.15547
O -9.23727 8.98518 -2.83659
C -9.29626 10.39524 -3.04745
C -10.64373 10.95436 -2.62628
H -11.81201 7.45871 -2.53885
H -13.44009 7.29907 -3.23968
H -12.78050 8.89620 -2.84873
H -11.84173 7.00877 -5.07020
H -12.63190 8.56778 -5.27593
H -7.07019 7.06881 -5.37643
H -6.24217 8.61444 -5.49704
H -8.57938 7.92248 -7.35698
H -6.87831 7.61316 -7.76475
H -7.46357 9.26831 -7.48647
H -9.07916 10.68426 -4.07903
H -8.51904 10.83480 -2.41624
H -11.40071 10.76079 -3.38893
H -10.58864 12.03943 -2.49841
H -10.99213 10.49763 -1.69323
*
```